1.
Entry from the Open Molecules 2025 dataset: C18H28GaNS as an isolated structure (ωB97M-V with the def2-TZVPD basis set).

```
49
Properties=species:S:1:pos:R:3
Ga -0.2820 -0.4886 1.2124
S -2.2045 0.3819 2.0290
N -1.2096 -1.0439 3.9120
C -1.2057 -0.9849 -1.9851
C 1.4941 2.7250 -0.6522
C 1.0940 -0.9759 -1.8780
C 0.6818 0.5804 4.9807
C -0.8027 -1.9756 -1.0447
C -0.1327 1.0774 3.9640
C -1.7113 -2.8518 -0.2705
C 2.5075 -0.7687 -2.2604
C 0.0201 0.6555 -3.5614
C -0.4139 -1.5346 4.8635
C -1.0638 0.2184 3.3759
C -2.5953 -0.6201 -2.2836
C 0.5386 -0.7318 5.4428
C 0.6194 -1.9698 -0.9680
C -0.0267 -0.3664 -2.4990
C -0.0200 2.9190 -0.7665
C 1.4419 -2.9513 -0.2231
C -0.0047 4.2603 -1.4459
H 1.4130 1.2055 5.4608
H 1.8950 3.2908 0.1589
H -1.8780 -1.6732 3.4452
H 1.1472 -1.1290 6.2295
H 2.4660 -2.6057 -0.0836
H 1.9330 2.3814 -1.6596
H -2.6536 0.3625 -2.7761
H 3.2115 -1.1116 -1.4981
H -0.6128 2.9317 0.2240
H 0.5901 4.9705 -0.8459
H -0.9459 1.1474 -3.6947
H -0.6398 -2.5685 5.1307
H 2.7130 -1.3613 -3.1597
H 1.5545 1.7307 -0.1812
H -0.0210 2.0962 3.5975
H -2.6177 -2.3086 0.0174
H 1.0129 -3.1881 0.7525
H -3.1197 -1.3355 -2.9405
H 0.7740 1.4301 -3.3703
H -3.1793 -0.5524 -1.3537
H -1.2210 -3.1961 0.6439
H 2.7513 0.2662 -2.5126
H 0.6121 4.1829 -2.3462
H 1.4932 -3.8900 -0.7903
H -2.0277 -3.7512 -0.8230
H 0.2724 0.2029 -4.5285
H -0.9642 4.6880 -1.6740
H -0.6834 2.2297 -1.3641
```

The HOMO-LUMO gap (alpha / beta) comes out at 5.80 / 6.06 eV. Its total charge is +2. As for the spin multiplicity: 1. For the largest force on an atom, the calculation gives 5.55 eV/Å.

These are the Mulliken partial charges, in e, on atoms 1 to 5: atom 1 (Ga): 0.3335, atom 2 (S): -0.2668, atom 3 (N): -0.0926, atom 4 (C): 0.5095, atom 5 (C): -0.7978

=====

2.
Entry from the Open Molecules 2025 dataset: C18H28N2O2 as an isolated structure (ωB97M-V with the def2-TZVPD basis set).

```
50
Properties=species:S:1:pos:R:3
O -1.6235 -3.2884 -1.4522
O 1.6509 2.7402 -2.2655
N -1.1316 -2.3460 0.6189
N 1.4326 2.1374 0.1823
C -0.1625 -0.0871 -1.0679
C 1.0579 -5.1156 4.0017
C -1.4607 0.4391 -3.3758
C -0.7047 1.3901 -2.7913
C 0.2063 0.9676 -1.6225
C 1.0175 5.7607 -0.6134
C -1.8268 -0.6145 -2.5350
C -0.3672 5.9342 1.5574
C -0.3529 -6.2677 2.2394
C 0.0099 -3.8609 2.0794
C -1.1228 -1.1016 -1.6194
C -1.1189 -2.3912 -0.8909
C 1.1400 2.0004 -1.2620
C 2.1346 3.1174 0.6268
C -1.2320 -3.6032 1.1389
C -0.0314 -5.0897 2.8619
C 1.5368 4.1951 1.5092
C 0.3773 4.9572 0.4715
H 2.8586 2.6672 1.1625
H 0.6358 1.7423 0.6527
H -1.1008 -6.2841 1.7205
H -0.9764 -4.7000 3.7599
H -2.4486 -1.4789 -2.8796
H -1.0292 5.3055 2.3359
H -0.3324 4.3299 0.1255
H -1.1702 6.5753 1.0825
H 2.8748 3.6944 -0.1856
H 0.6716 -6.4767 1.5969
H -1.0257 -1.5659 0.9252
H 0.9034 -3.9069 1.5825
H 2.2810 4.9088 1.7583
H 1.3055 -4.3138 4.6426
H -0.4991 -7.0513 2.9325
H -1.9715 -3.4363 2.0895
H 0.9420 3.6929 2.3170
H 2.0113 -5.3845 3.3780
H 0.4486 6.2886 -1.0938
H 1.0635 -5.9788 4.6307
H 1.5074 5.0640 -1.0791
H -2.2461 0.7273 -4.1305
H 0.5158 -0.5371 -0.2171
H 0.1260 6.8467 2.0613
H 0.4280 -2.8295 2.7256
H -0.1540 2.2344 -3.3243
H -1.6021 -4.4874 0.5613
H 1.5908 6.4541 -0.0612
```

The HOMO-LUMO gap comes out at 9.22 eV. Its total charge is 0. As for the spin multiplicity: 1. For the largest force on an atom, the calculation gives 16.17 eV/Å.

These are the Mulliken partial charges, in e, on atoms 1 to 5: atom 1 (O): -0.5728, atom 2 (O): -0.6755, atom 3 (N): 0.0250, atom 4 (N): -0.0218, atom 5 (C): -0.1618

=====

3.
Entry from the Open Molecules 2025 dataset: C18H28N2O3 as an isolated structure (ωB97M-V with the def2-TZVPD basis set).

```
51
Properties=species:S:1:pos:R:3
O 3.6651 -3.0547 -0.4706
O -4.6344 -0.9566 0.0168
O 0.4231 2.9343 -0.3372
N 1.2994 1.0872 0.6050
N 3.6059 -0.3945 -0.0301
C 3.4501 1.4975 -1.5152
C -1.0321 1.0196 -0.0193
C 5.0217 1.7003 0.4232
C -3.5025 -0.4045 -0.1031
C -5.7540 -0.1320 -0.0919
C 3.6768 1.1236 0.0380
C -3.4755 1.0706 0.0060
C 4.9355 -0.9748 0.0422
C -8.3539 -0.5772 -0.0587
C 2.4146 -2.4278 -0.1310
C 2.6575 1.5183 0.9102
C 2.6288 -0.9793 -0.6951
C 0.3060 1.5554 0.0031
C -2.3229 -1.0369 0.1448
C -6.8885 -1.2571 -0.0401
C -1.1768 -0.3638 0.0886
C 4.6911 -2.5328 0.5659
C -2.2630 1.6240 0.1408
H 1.0938 0.1732 1.2868
H 5.5327 -0.7223 0.8712
H -0.3519 -0.9227 0.1396
H -4.3464 1.6378 -0.1112
H 4.1868 1.0618 -2.3747
H 2.0552 -2.3634 0.7176
H 2.4791 2.6907 0.7129
H -6.8415 -1.9613 0.9314
H 5.3473 1.2566 1.5799
H 2.4592 1.4197 -1.5789
H -8.6163 0.0474 -1.0237
H 1.7771 -3.0552 -1.0938
H 5.5255 -3.3464 0.5532
H 4.8533 2.8693 0.5044
H 5.7165 1.4455 -0.0141
H 1.8029 -0.4177 -0.8837
H 3.0569 1.6661 1.8293
H -6.0480 0.4060 -1.0775
H 3.7198 2.8338 -1.5378
H -9.1668 -1.2318 -0.2256
H -6.8169 -2.0540 -0.8208
H 3.1643 -1.3109 -1.8792
H 4.2440 -2.3831 1.5594
H -5.8661 0.4161 0.7604
H -2.1770 2.7808 -0.0792
H 5.3884 -1.2396 -0.8587
H -8.5336 0.1594 0.6365
H -2.5181 -1.8645 0.2269
```

The HOMO-LUMO gap comes out at 8.29 eV. Its total charge is 0. As for the spin multiplicity: 1. For the largest force on an atom, the calculation gives 18.00 eV/Å.

These are the Mulliken partial charges, in e, on atoms 1 to 5: atom 1 (O): -0.3677, atom 2 (O): -0.3209, atom 3 (O): -0.7633, atom 4 (N): 0.0724, atom 5 (N): 0.5427

=====

4.
Entry from the Open Molecules 2025 dataset: one molecule with the formula C18H28N4O2S (ωB97M-V with the def2-TZVPD basis set).

```
53
Properties=species:S:1:pos:R:3
S -1.2987 2.8843 3.2817
O -2.8403 -1.3222 1.3274
O 0.5388 0.7934 -3.9174
N 0.8872 0.4697 -1.6963
N -1.7714 2.6563 0.7023
N 1.8879 -0.8942 -3.2890
N -3.1121 1.3796 2.1078
C 2.7229 -1.6455 -2.4597
C -3.1329 -1.6453 2.6752
C 4.4060 -3.2333 -0.8697
C 0.5050 2.2244 -0.0455
C -0.0340 1.5056 -1.2834
C -1.4353 0.9440 -1.0038
C 5.3112 -4.0698 -0.0180
C 4.2053 -1.8891 -0.5803
C 1.0650 0.1764 -3.0133
C -2.3339 2.0747 -0.4975
C -0.4930 3.2800 0.4367
C -3.4225 0.7834 3.3850
C -2.6624 -0.5289 3.6022
C 3.7706 -3.7641 -1.9850
C 3.3851 -1.0980 -1.3621
C -3.2350 -2.3251 0.4272
C -2.0790 2.2474 1.9604
C 2.9420 -2.9866 -2.7699
H -1.3745 0.1585 -0.2457
H 4.7100 -1.4479 0.2672
H 5.1335 -3.8766 1.0382
H 1.4610 2.6959 -0.2734
H -4.5013 0.6056 3.4238
H -2.9734 -1.9771 -0.5704
H -3.1477 1.4989 4.1627
H -0.1385 3.7504 1.3545
H -4.2183 -1.7976 2.7879
H 1.1303 -0.2277 -1.0099
H 0.6619 1.4992 0.7572
H -2.7155 -3.2685 0.6331
H -1.5991 -0.3469 3.4400
H -4.3164 -2.5020 0.4807
H 6.3533 -3.8291 -0.2296
H -2.8019 -0.8585 4.6318
H -3.3548 1.7339 -0.3253
H -0.6331 4.0486 -0.3285
H 3.9240 -4.8020 -2.2435
H 5.1600 -5.1286 -0.2127
H 3.2868 -0.0466 -1.1401
H -0.0957 2.2041 -2.1255
H 2.4570 -3.4158 -3.6350
H -2.6303 -2.5877 2.9413
H -1.8448 0.5173 -1.9205
H -3.2919 0.7478 1.3394
H 1.8462 -1.1818 -4.2569
H -2.3755 2.8671 -1.2524
```

The HOMO-LUMO gap comes out at 8.34 eV. Its total charge is 0. As for the spin multiplicity: 1. For the largest force on an atom, the calculation gives 0.87 eV/Å. Its structure (SMILES) is COCCCNC(=S)N1CCC(NC(=O)Nc2ccc(C)cc2)CC1.

These are the Mulliken partial charges, in e, on atoms 1 to 5: atom 1 (S): -0.4653, atom 2 (O): -0.1611, atom 3 (O): -0.7018, atom 4 (N): -0.0948, atom 5 (N): 0.1148

=====

5.
Entry from the Open Molecules 2025 dataset: C18H28N4O6PSbSe4TeZn as an isolated structure (ωB97M-V with the def2-TZVPD basis set).

```
64
Properties=species:S:1:pos:R:3
Te -4.4594 2.4959 0.4649
Sb 1.5652 1.4567 -3.7112
Se 3.8991 0.7613 -3.7218
Se 2.7944 3.1469 0.0285
Se 0.9732 2.6522 -1.3492
Se 0.1475 -0.5914 -2.9911
Zn 0.0964 0.3342 -0.6868
P -3.3958 0.8255 -0.8435
O 6.0304 -2.3146 2.1952
O 1.9420 2.2299 5.8833
O -4.3048 -0.5037 -0.9137
O -0.2376 -2.5791 0.4345
O -2.0467 0.3443 -0.3970
O -3.4225 1.2155 -2.3961
N 2.0691 -0.3302 -0.0099
N -1.9816 -2.6696 -1.0353
N -0.0195 -3.8343 -1.4664
N 0.1659 0.7761 1.4478
C -0.8150 1.4287 2.0675
C 1.3717 0.7275 2.0125
C 2.9784 -0.8441 -0.8257
C -2.5353 2.2482 -2.8686
C -2.6573 2.3095 -4.3706
C -0.6986 -2.9742 -0.6257
C 0.6249 2.0259 3.8735
C 1.6337 1.3303 3.2364
C 2.4225 0.0243 1.2278
C -6.3813 -1.6610 -0.8685
C 4.2814 -1.0924 -0.4210
C -0.6306 2.0636 3.2796
C 0.8962 2.8230 5.1165
C 1.4205 -3.9490 -1.3270
C -5.6446 -0.4521 -1.4004
C 6.0121 -1.1110 1.4158
C 4.6411 -0.8073 0.8834
C 3.6905 -0.2340 1.7207
H 5.1307 -2.4665 2.5020
H -2.3348 -1.8633 -0.5354
H 1.7431 -4.9533 -1.6085
H -2.3601 1.3544 -4.8048
H 6.7149 -1.2522 0.5946
H -1.7741 1.4506 1.5667
H -6.4181 -1.6269 0.2207
H 3.9595 0.0485 2.7302
H -6.1166 0.4743 -1.0610
H -5.6171 -0.4475 -2.4933
H -2.8033 3.1925 -2.3896
H -0.0201 2.8978 5.7111
H 4.9941 -1.4736 -1.1402
H -1.4609 2.5926 3.7309
H 2.3838 2.9255 6.3742
H -3.6836 2.5370 -4.6675
H 1.9396 -3.2153 -1.9485
H 2.6239 1.3152 3.6637
H -7.4032 -1.6798 -1.2544
H -1.9944 3.0849 -4.7583
H 1.1811 3.8349 4.8083
H -2.0746 -2.5223 -2.0317
H -5.8756 -2.5803 -1.1673
H -0.3355 -3.7908 -2.4228
H 1.6773 -3.7710 -0.2853
H 2.6519 -1.0462 -1.8377
H 6.3639 -0.2756 2.0301
H -1.5176 1.9847 -2.5845
```

The HOMO-LUMO gap comes out at 4.88 eV. Its total charge is -2. As for the spin multiplicity: 1. For the largest force on an atom, the calculation gives 0.16 eV/Å.

These are the Mulliken partial charges, in e, on atoms 1 to 5: atom 1 (Te): -0.4711, atom 2 (Sb): -0.0044, atom 3 (Se): -0.7015, atom 4 (Se): -0.6410, atom 5 (Se): -0.3750

=====

| no. | molar mass (g/mol) |
| --- | --- |
| 1 | 360.2 |
| 2 | 304.4 |
| 3 | 320.4 |
| 4 | 364.5 |
| 5 | 1058.0 |